Record 1
DFT (the ωB97M-V functional and the def2-TZVPD basis) results for 9 unconnected molecules or ions with the total composition C43H53BrN9O in a non-equilibrium geometry.

* calculated total energy: -130949.4204 eV
* ΔE to the lowest compared entry with this formula, charge and spin: 0.0 kJ/mol
* frontier orbital gap: 4.55 eV
* largest force on an atom: 2.6 eV Å⁻¹
* HOMO level: -2.7 eV
* net charge: -1

```
107
Properties=species:S:1:pos:R:3:forces:R:3:mulliken_charge:R:1
C -0.4684 3.4725 -3.5540 0.337 -1.312 0.204 -0.254
H -1.8172 4.8999 -1.2307 0.242 0.042 -0.151 -0.058
C -4.9390 1.3573 -7.8468 0.098 -0.013 -0.004 -0.501
C -2.7210 -2.2830 0.6786 -0.045 -0.037 0.041 -0.786
H -4.1543 -2.6921 -0.9960 -0.007 0.021 0.005 0.399
C 2.5018 -0.9739 10.5453 -0.027 -0.073 0.010 -0.462
N -4.1746 2.2836 -7.1946 -0.025 -0.031 0.002 0.091
H -0.7219 2.0237 3.7815 0.160 -0.163 -0.191 0.467
H 3.7870 1.1697 5.3974 -0.010 0.008 -0.036 0.472
C 0.7644 0.6726 -7.2922 -0.042 -0.024 -0.023 -0.664
H -0.0364 4.8768 -1.2564 -0.114 -0.102 -0.170 0.190
H -3.3963 5.1141 1.8091 0.079 0.231 -0.094 0.389
N 2.7542 -1.5083 9.3105 0.056 0.093 0.068 0.018
C 2.2471 -0.0102 4.2970 -0.037 0.005 0.039 0.116
H 5.1445 5.9035 0.8663 -0.013 -0.012 -0.007 0.401
H 3.2106 -0.7208 7.3828 -0.097 0.021 -0.015 0.109
H -4.3304 4.3687 -6.7995 -0.016 -0.010 0.009 0.385
H 2.6463 5.2626 0.0270 0.032 -0.038 -0.018 0.362
C 2.9880 -0.5025 8.4128 0.002 -0.083 -0.020 -0.128
C 3.4089 0.2572 4.9680 0.090 0.047 -0.038 -1.296
H 1.4998 -1.9326 3.4212 0.011 -0.002 0.009 0.267
H 3.1136 3.4018 3.7621 0.013 -0.010 -0.017 0.333
O 0.9359 5.3706 -3.7680 0.548 -1.116 0.342 -0.538
C 3.1618 4.9887 0.9326 -0.065 -0.014 -0.026 -0.285
H -3.0026 3.6076 -2.4068 -0.240 -0.154 0.175 0.197
H 5.0284 -1.0019 5.4766 0.010 0.022 -0.037 0.185
N -2.4297 2.7576 -2.4036 0.735 -0.368 -0.253 -0.581
C -0.7535 2.0424 -8.2005 -0.153 -0.034 -0.074 -0.805
H 1.0891 -12.7957 -1.1042 -0.019 0.006 -0.021 0.363
H -1.2665 -9.1749 -1.4176 0.010 -0.010 -0.017 0.411
H 1.2432 -0.2695 -7.0859 -0.005 0.020 0.040 0.406
H -2.8267 5.5923 0.2271 0.244 0.294 0.114 0.454
H -3.2998 2.0941 -6.7340 -0.023 0.049 0.057 0.215
H 1.4694 0.7018 4.0745 0.022 0.011 0.002 0.518
C -5.9425 3.3636 -7.9724 0.001 0.034 0.001 -0.459
C 3.4107 3.9999 2.9169 -0.057 -0.048 0.008 -0.409
C -6.0446 1.9967 -8.3447 -0.018 -0.038 -0.032 -0.401
N -0.3424 0.7393 -8.0973 0.053 0.037 0.018 0.029
N 1.3873 -10.7897 -0.4461 -0.089 -0.023 0.010 -0.010
C -1.0002 3.0659 -2.1629 -0.163 0.632 -0.207 -0.054
H -1.4400 -4.8235 0.2943 0.030 0.078 -0.001 0.477
H 0.0970 -3.0815 1.6763 -0.012 -0.006 -0.066 0.115
H -1.1248 -1.0386 1.6228 -0.040 0.032 0.014 0.569
H -1.3544 0.3788 -0.4234 -0.045 0.063 -0.101 0.182
C -2.8582 -0.9359 -1.1164 0.051 0.030 -0.060 -0.432
C -0.8761 3.6438 0.2510 -0.408 0.877 -0.380 0.525
Br 2.5493 3.2535 -3.1385 -0.287 -0.268 0.083 -0.252
C 4.5792 4.6663 2.6474 0.013 -0.007 0.058 -0.565
H -2.0705 6.2575 1.7495 0.068 0.042 -0.384 0.280
C -0.7355 2.4586 2.7845 -0.283 -0.002 0.713 -0.487
C -0.4916 -9.8899 -1.1942 -0.012 0.042 0.042 -0.216
C -0.5468 -4.9987 0.8690 -0.039 -0.121 -0.002 -0.672
H 3.0023 1.6665 8.6441 -0.016 -0.012 -0.006 0.412
C 2.5681 0.3892 10.4340 0.011 0.001 0.030 -0.610
N 4.1297 -0.9054 5.0415 -0.039 -0.003 0.010 0.080
H -2.8882 -3.0864 1.3780 0.003 0.032 0.023 0.673
C 3.4344 -1.9151 4.4296 0.033 -0.031 0.022 -0.652
H -6.6424 4.1510 -8.1988 0.006 -0.006 0.013 0.381
H 2.2966 -1.6073 11.3917 -0.015 0.027 0.001 0.372
H 2.1120 -4.5479 2.7571 -0.001 0.001 -0.017 0.363
C -3.3827 -2.0769 -0.5617 -0.019 0.008 -0.024 -0.743
H 2.2845 -10.8890 -0.0092 -0.010 0.010 0.000 0.190
H -1.2174 4.0554 -4.1312 0.506 0.445 0.075 0.029
H -1.6120 2.3063 -8.7961 0.013 0.016 0.006 0.501
C -1.8199 -1.2602 0.8305 0.047 0.072 -0.047 -0.527
H 1.6774 -7.1039 1.9677 -0.001 0.020 0.032 0.369
H -3.0786 -0.4290 -2.0414 0.031 -0.001 0.002 0.480
H 3.8339 -2.9144 4.3842 -0.008 0.011 -0.033 0.418
C 0.6919 -11.7959 -1.0596 0.058 -0.013 -0.003 -0.447
H 1.6274 3.8190 1.7947 0.036 -0.034 -0.051 0.404
H 1.0519 -8.7164 -0.0886 0.044 0.002 -0.068 0.281
C -0.4783 -11.2688 -1.5365 -0.006 -0.043 0.003 -0.578
H -0.7841 -0.0439 -8.5408 0.004 0.012 -0.001 0.205
C -0.0488 1.9259 1.7106 0.362 -0.830 1.145 -0.119
H 0.5364 1.0255 1.8893 0.093 0.116 -0.289 0.495
N 2.5597 4.1992 1.8684 -0.020 0.090 0.055 0.029
C 0.0933 2.8123 -7.4498 -0.020 0.031 -0.016 -0.271
C 0.2511 -4.1417 1.5769 0.041 0.001 0.052 0.309
H -1.2408 -11.8102 -2.0714 0.007 0.006 0.006 0.384
H -6.8376 1.5361 -8.9110 0.006 -0.001 0.014 0.387
C -2.4942 5.3864 1.2417 -0.378 -0.832 0.371 -1.843
N -0.0199 -6.2574 0.9884 0.056 0.062 -0.007 0.080
C -4.7790 3.5056 -7.2613 0.074 0.021 0.000 -0.472
C 0.8571 4.1947 -3.5327 -1.369 2.086 -0.766 0.442
N -1.9083 -0.4527 -0.2658 0.011 0.049 0.034 0.125
H 0.4574 2.0565 -0.3208 -0.222 0.324 -0.216 0.402
H 5.4487 4.6986 3.2841 -0.010 -0.004 -0.004 0.391
C -1.4991 3.5816 2.5850 -0.055 0.030 0.233 -0.839
C 2.8764 0.6886 9.0788 0.043 -0.003 0.000 -0.278
C -1.5764 4.1694 1.3315 -0.574 1.022 -0.061 1.337
C 0.6707 -9.6271 -0.5197 0.057 0.051 0.033 -0.396
C 4.4203 5.2960 1.3841 -0.005 0.036 -0.028 -0.672
C -0.1109 2.5167 0.4816 0.773 -0.608 -0.588 -0.803
H -2.0620 4.0093 3.4115 0.032 -0.023 -0.086 0.348
C 1.1115 -6.2110 1.7590 -0.014 -0.101 -0.005 -0.493
C -0.9300 4.2399 -1.1581 0.235 -1.022 0.271 -1.025
H 2.7659 -2.4877 9.0953 -0.019 0.014 -0.022 0.192
C 1.3048 -4.9105 2.1416 0.011 -0.029 0.002 -0.688
H -2.7754 2.0803 -1.7402 -0.292 0.285 0.089 0.180
H -4.6317 0.3265 -7.9013 -0.029 0.003 0.008 0.369
H 2.4131 1.0944 11.2339 -0.003 -0.009 -0.007 0.390
H 1.8696 2.2201 -6.2230 -0.029 -0.005 0.038 0.461
H 0.0303 3.8808 -7.3251 0.000 -0.013 0.028 0.441
C 1.0562 1.9423 -6.8731 0.125 -0.017 0.018 -0.294
H -0.4045 -7.0863 0.5739 -0.036 0.017 0.019 0.148
C 2.2626 -1.3897 3.9551 -0.026 -0.034 0.016 -0.133
H -0.3242 2.5403 -4.1222 -0.017 0.158 0.073 0.200
```
Positions in Å, forces in eV/Å.

Record 2
DFT (the ωB97M-V functional and the def2-TZVPD basis) results for a molecular structure, C2H7O3Y in a non-equilibrium geometry.

* calculated total energy: -9354.4739 eV
* frontier orbital gap: 5.66 eV
* largest force on an atom: 6.1 eV Å⁻¹
* HOMO level: -16.5 eV
* net charge: +2

```
13
Properties=species:S:1:pos:R:3:forces:R:3:mulliken_charge:R:1
H -1.5467 2.7001 -2.9351 -0.341 0.157 -0.593 0.417
O -1.6434 2.3384 -2.0462 -0.458 -1.194 0.209 -0.624
O -0.2520 0.8677 0.9361 0.041 4.843 -3.784 -0.581
C -0.0715 -0.4512 1.3035 -0.294 -2.129 1.128 -0.068
O 1.5459 -2.1971 1.1269 -0.525 0.704 -0.147 -0.477
H 0.3158 -1.6317 -0.4567 0.201 0.092 0.082 0.267
H 0.3158 -0.5320 2.3384 -0.177 0.284 -0.465 0.286
C 0.8861 -1.1919 0.3806 0.415 -0.487 -0.275 -0.425
H -1.0504 -0.9685 1.2671 0.364 0.338 0.229 0.253
H 2.3129 -2.5063 0.6394 0.096 -0.216 -0.068 0.319
H 1.6166 -0.4760 -0.0381 -0.023 0.093 0.058 0.215
H -2.2625 1.5597 -2.0938 0.307 0.788 -0.200 0.427
Y -0.1665 2.4887 -0.4221 0.395 -3.272 3.826 1.990
```
Positions in Å, forces in eV/Å.